81
Properties=species:S:1:pos:R:3:mulliken_charge:R:1 method="wB97M-V/def2-TZVPD" total_charge=+2 gap_ev="6.43 / 6.43" homo_energy_ev="-13.3085 / -13.3088" e_above_lowest_ev=1.848 multiplicity=1 energy_ha=-2998.46318
Os -2.13060 -0.05300 -0.86102 0.803
C -4.22532 -3.61553 0.80365 -1.771
C -3.32848 -2.69487 0.04736 0.840
N -3.59838 -1.45799 -0.17417 -0.102
N -4.82701 -0.98674 0.24498 -0.325
C -5.20370 0.16899 -0.30470 0.517
N -6.34600 0.72885 0.03282 -0.371
S -4.15409 0.87466 -1.44769 -0.418
C -2.13011 -3.12482 -0.67949 0.569
C -1.66406 -4.41812 -0.66891 -0.763
C -0.66504 -4.77682 -1.57058 -0.748
C -0.21633 -3.82570 -2.45896 -1.006
C -0.69391 -2.52317 -2.36242 -0.140
N -1.60667 -2.14999 -1.46446 -0.137
H -4.53661 -3.17038 1.75205 0.457
H -3.73987 -4.55638 1.03861 0.427
H -5.11918 -3.84170 0.21403 0.368
H -5.38925 -1.52020 0.88963 0.233
H -7.02189 0.28267 0.63541 0.211
H -6.61613 1.59310 -0.41328 0.270
H -2.06798 -5.14801 0.01681 0.296
H -0.28177 -5.78825 -1.58903 0.504
H 0.50457 -4.06693 -3.22775 0.509
H -0.33418 -1.75956 -3.03257 0.873
C -3.22205 -0.01994 2.54930 -1.197
Si -1.70533 0.03841 1.47015 1.254
C -0.71278 -1.48259 1.93326 -1.064
C -0.89597 1.67583 1.80254 -0.538
C -0.38494 1.93097 3.08305 -0.513
C 0.15093 3.16642 3.40797 -0.863
C 0.17178 4.17662 2.45481 -0.863
C -0.33561 3.93950 1.18568 -0.481
C -0.87267 2.69444 0.83055 1.539
Si -1.55542 2.46211 -0.88814 0.464
C -0.32143 3.07892 -2.15229 -1.208
C -3.00503 3.60868 -1.12532 -1.487
H -2.91440 0.23719 3.56775 0.569
H -3.69905 -1.00360 2.59985 0.293
H -3.96042 0.72458 2.24042 0.282
H -0.24455 -1.35040 2.91552 0.556
H 0.06479 -1.76600 1.22855 0.163
H -1.38214 -2.34662 2.00949 0.383
H -0.39925 1.15580 3.84567 0.398
H 0.54718 3.34391 4.39970 0.459
H 0.58245 5.14656 2.70534 0.449
H -0.30930 4.74700 0.45879 0.413
H -0.53072 4.14031 -2.31362 0.445
H -0.38479 2.58226 -3.12303 0.363
H 0.69892 2.97489 -1.78375 0.236
H -2.60605 4.62831 -1.12026 0.452
H -3.74946 3.53411 -0.33135 0.350
H -3.50829 3.46523 -2.08414 0.479
C 4.10018 -2.71167 -2.32677 -1.318
C 3.05312 -1.87914 -3.06057 0.472
C 2.98850 -0.43983 -2.57965 -1.279
N 2.71150 -0.33841 -1.13589 0.278
C 1.59720 0.04947 -0.55364 0.942
S 0.16571 0.26905 -1.51307 -1.035
N 1.60533 0.34343 0.75936 0.936
C 2.66757 0.49685 1.71453 0.361
O 2.39769 0.24677 2.85690 -0.477
C 3.98406 0.99907 1.25496 -0.423
C 5.11463 0.52841 1.91655 -0.362
C 6.36664 0.99489 1.54566 -0.718
C 6.48043 1.94117 0.53600 -0.431
C 5.34678 2.43218 -0.10548 -0.769
C 4.09507 1.95950 0.25033 0.277
H 4.26433 -3.66768 -2.82245 0.407
H 3.80102 -2.92927 -1.29789 0.307
H 5.06330 -2.19576 -2.29555 0.334
H 2.06395 -2.32771 -2.94597 -0.438
H 3.27288 -1.85650 -4.12958 0.437
H 2.22488 0.12272 -3.11008 0.508
H 3.94483 0.05983 -2.74148 0.493
H 3.50421 -0.47991 -0.52388 0.377
H 0.70299 0.43171 1.19769 -1.649
H 5.00206 -0.19348 2.71546 0.484
H 7.25058 0.62739 2.04962 0.436
H 7.45740 2.31430 0.25700 0.422
H 5.44228 3.18750 -0.87438 0.464
H 3.20644 2.36212 -0.22455 0.533